Computed, not measured: a molecular structure, C30H41N2O3OsPSb, with the ωB97M-V functional and the def2-TZVPD basis.

Lowest unoccupied orbital energy (spin up / spin down) in eV: -8.9 / -12.5
Multiplicity: 5
<S²>: 6.0393
Total charge: +3
Kohn-Sham gap (spin up / spin down) in eV: 6.794 / 3.920
Energy relative to the best compared isomer or geometry (same formula, charge and spin) in eV: 0.000
Largest force on an atom in Eh/bohr: 0.0608

Each line ends with the Löwdin charge.
Atoms and positions in Å:
Os 0.239 -1.124 0.152  1.124
O 2.008 -4.570 1.444  0.129
C 1.738 -3.675 0.693  -0.681
O 0.648 -2.970 0.753  -0.354
C 2.716 -3.221 -0.414  -0.171
P 2.475 -1.408 -0.553  0.969
C 3.621 -0.883 -1.850  -0.355
C 4.784 -0.190 -1.519  -0.068
C 5.703 0.086 -2.517  -0.040
C 5.471 -0.332 -3.820  -0.029
C 4.305 -1.014 -4.145  -0.048
C 3.376 -1.293 -3.162  -0.095
C 2.956 -0.718 1.064  -0.397
C 3.359 -1.492 2.153  -0.061
C 3.507 -0.900 3.397  -0.037
C 3.235 0.452 3.573  -0.041
C 2.872 1.237 2.485  -0.064
C 2.718 0.656 1.239  -0.139
H 2.449 -3.725 -1.350  0.118
H 3.752 -3.494 -0.179  0.128
H 4.977 0.102 -0.498  0.107
H 6.615 0.611 -2.276  0.123
H 6.207 -0.142 -4.585  0.124
H 4.121 -1.328 -5.161  0.120
H 2.467 -1.825 -3.407  0.107
H 3.588 -2.539 2.039  0.115
H 3.863 -1.494 4.227  0.128
H 3.338 0.896 4.550  0.125
H 2.726 2.300 2.604  0.121
H 2.469 1.265 0.378  0.108
C -3.776 5.082 -3.533  -0.015
C -2.614 4.111 -3.786  -0.139
N -3.074 2.756 -3.951  0.084
C -3.891 2.463 -5.103  -0.132
C -5.376 2.235 -4.786  -0.001
C -2.773 1.698 -3.143  -0.310
O -3.096 0.562 -3.432  0.209
C -2.007 1.873 -1.851  -0.079
C -2.216 2.857 -0.885  0.031
C -1.494 2.783 0.302  0.017
C -0.660 1.706 0.530  -0.091
N -0.505 0.706 -0.361  -0.163
C -1.153 0.815 -1.531  -0.050
H -3.375 6.057 -3.266  0.108
H -4.410 4.728 -2.724  0.088
H -4.389 5.209 -4.422  0.094
H -1.879 4.155 -2.982  0.123
H -2.115 4.418 -4.715  0.167
H -3.531 1.515 -5.527  0.160
H -3.773 3.261 -5.834  0.149
H -5.510 1.393 -4.112  0.090
H -5.904 2.012 -5.710  0.110
H -5.807 3.135 -4.347  0.086
H -2.934 3.652 -1.019  0.128
H -1.604 3.549 1.055  0.136
H -0.098 1.627 1.455  0.104
H -1.020 0.007 -2.249  0.134
C -0.918 0.016 5.722  -0.179
C -0.708 0.353 4.272  -0.392
Sb -0.415 -1.504 3.068  1.553
C 0.077 -3.051 4.583  -0.338
C 0.169 -4.450 4.042  -0.158
C -2.438 -2.048 2.376  -0.370
C -2.428 -2.539 0.940  -0.195
H -1.090 0.939 6.276  0.092
H -0.049 -0.462 6.163  0.074
H -1.792 -0.614 5.867  0.078
H 0.170 0.980 4.127  0.032
H -1.581 0.841 3.847  0.048
H -0.759 -2.951 5.280  0.068
H 0.997 -2.728 5.073  0.061
H -0.757 -4.775 3.570  0.081
H 0.378 -5.128 4.870  0.098
H 0.989 -4.567 3.331  0.046
H -3.054 -1.154 2.486  0.057
H -2.822 -2.822 3.042  0.070
H -1.880 -1.839 0.261  -0.003
H -3.445 -2.611 0.556  0.093
H -1.965 -3.522 0.858  0.081

***

Computed, not measured: a molecular structure, C30H41N7O3PRhS, with the ωB97M-V functional and the def2-TZVPD basis.

Lowest unoccupied orbital energy in eV: -7.1
Multiplicity: 1
Total charge: +2
Kohn-Sham gap in eV: 6.074
Energy relative to the best compared isomer or geometry (same formula, charge and spin) in eV: 0.000
Largest force on an atom in Eh/bohr: 0.0140

Each line ends with the Löwdin charge.
Atoms and positions in Å:
Rh -0.283 0.128 0.095  1.026
C -1.274 1.507 -2.830  -0.113
C -2.772 1.470 -2.456  -0.188
N -3.258 0.411 -1.609  -0.068
C -3.401 -0.934 -2.123  -0.189
C -2.558 -1.866 -1.283  -0.138
N -1.129 -1.412 -1.153  -0.139
C -0.464 -1.357 -2.499  -0.138
C 0.457 -0.161 -2.633  -0.215
N -0.167 0.966 -1.908  -0.097
H -0.997 2.533 -3.071  0.130
H -1.161 0.948 -3.758  0.109
H -3.304 1.430 -3.409  0.139
H -3.069 2.421 -2.016  0.087
H -2.745 0.395 -0.742  0.046
H -3.148 -0.988 -3.185  0.118
H -4.439 -1.270 -2.053  0.132
H -2.547 -2.878 -1.697  0.140
H -2.959 -1.924 -0.270  0.135
H -0.704 -2.210 -0.686  0.032
H -1.243 -1.279 -3.253  0.110
H 0.055 -2.299 -2.684  0.134
H 0.597 0.082 -3.689  0.140
H 1.440 -0.317 -2.222  0.047
H 0.510 1.721 -1.848  0.130
O 0.968 1.238 1.350  -0.424
S 0.669 0.391 2.595  0.594
O 0.393 1.068 3.804  -0.202
O -0.432 -0.505 2.050  -0.413
C 2.046 -0.642 2.841  -0.284
C 2.661 -0.701 4.079  -0.005
C 3.736 -1.563 4.238  -0.012
C 4.170 -2.338 3.170  -0.014
C 3.540 -2.261 1.935  -0.042
C 2.462 -1.402 1.763  -0.320
P 1.653 -1.353 0.131  1.138
C 1.171 -3.098 -0.038  -0.350
C 1.885 -4.049 -0.764  -0.069
C 1.507 -5.384 -0.714  -0.036
C 0.429 -5.782 0.062  -0.031
C -0.271 -4.843 0.811  -0.034
C 0.098 -3.509 0.769  -0.106
C 3.071 -0.914 -0.908  -0.356
C 3.889 0.105 -0.411  -0.067
C 4.991 0.530 -1.137  -0.035
C 5.287 -0.058 -2.359  -0.031
C 4.465 -1.055 -2.869  -0.039
C 3.353 -1.473 -2.157  -0.112
H 2.301 -0.087 4.892  0.130
H 4.233 -1.630 5.195  0.128
H 5.009 -3.008 3.297  0.126
H 3.898 -2.867 1.112  0.124
H 2.756 -3.779 -1.341  0.095
H 2.070 -6.116 -1.278  0.123
H 0.143 -6.825 0.097  0.124
H -1.093 -5.152 1.442  0.123
H -0.429 -2.791 1.387  0.102
H 3.678 0.564 0.547  0.113
H 5.620 1.315 -0.742  0.122
H 6.154 0.265 -2.919  0.123
H 4.688 -1.507 -3.826  0.122
H 2.702 -2.215 -2.598  0.102
C -1.561 2.456 2.278  -0.195
N -2.152 3.689 2.739  -0.069
C -3.603 3.628 2.602  -0.144
N -3.961 3.386 1.207  -0.076
C -3.389 2.136 0.772  -0.161
N -1.873 2.135 0.825  -0.060
C -1.365 3.331 0.073  -0.180
N -1.966 4.571 0.509  -0.074
C -1.643 4.788 1.921  -0.141
C -3.426 4.470 0.382  -0.139
H -1.922 1.629 2.887  0.125
H -0.490 2.572 2.366  0.082
H -4.043 4.566 2.938  0.138
H -3.995 2.820 3.222  0.136
H -3.737 1.937 -0.233  0.088
H -3.729 1.326 1.421  0.141
H -1.563 3.206 -0.987  0.089
H -0.285 3.379 0.238  0.124
H -2.087 5.726 2.253  0.138
H -0.560 4.857 2.038  0.136
H -3.688 4.292 -0.663  0.128
H -3.875 5.413 0.690  0.138

***

Computed, not measured: a molecular structure, C30H42Br36NO4S, with the ωB97M-V functional and the def2-TZVPD basis.

Lowest unoccupied orbital energy in eV: -4.8
Multiplicity: 1
Total charge: +1
Kohn-Sham gap in eV: 6.338
Largest force on an atom in Eh/bohr: 0.0386

Each line ends with the Löwdin charge.
Atoms and positions in Å:
C 0.669 -2.996 3.106  -0.125
C -0.772 -2.567 2.831  -0.262
C -1.232 -2.777 1.381  -0.208
C -0.727 -1.634 0.474  -0.205
C 0.764 -1.843 0.156  -0.204
C 1.144 -1.454 -1.277  -0.200
C 2.592 -0.898 -1.274  -0.211
C 2.524 0.632 -1.260  -0.158
C 3.683 1.343 -0.515  -0.163
C 4.819 0.421 -0.082  -0.152
C 5.925 1.171 0.698  -0.122
O 5.609 2.541 1.041  0.069
C 5.195 2.755 2.278  -0.482
O 5.323 3.791 2.835  0.178
C 4.518 1.654 3.074  -0.035
C 5.313 0.743 3.776  0.052
C 4.743 -0.271 4.524  0.031
N 3.407 -0.369 4.572  0.125
C 2.606 0.495 3.934  -0.034
C 3.134 1.537 3.181  -0.129
S 1.884 2.589 2.406  0.646
C 0.873 3.305 3.684  -0.091
O 2.461 3.642 1.636  -0.271
O 1.057 1.660 1.683  -0.285
H 1.367 -2.204 2.838  0.045
H 0.960 -3.872 2.536  0.031
H 0.813 -3.229 4.160  0.034
H -0.891 -1.515 3.090  0.093
H -1.422 -3.124 3.499  0.051
H -0.781 -3.694 1.002  0.107
H -2.313 -2.868 1.392  0.062
H -1.354 -1.499 -0.402  0.074
H -0.845 -0.734 1.076  0.082
H 1.034 -2.876 0.362  0.083
H 1.342 -1.234 0.849  0.089
H 1.030 -2.276 -1.979  0.057
H 0.435 -0.676 -1.547  0.103
H 3.055 -1.295 -0.382  0.085
H 3.054 -1.257 -2.189  0.037
H 2.454 1.011 -2.275  0.117
H 1.603 0.924 -0.762  0.092
H 4.123 2.097 -1.160  0.125
H 3.259 1.823 0.353  0.052
H 5.268 -0.075 -0.935  0.125
H 4.456 -0.350 0.595  0.097
H 6.213 0.607 1.574  0.097
H 6.810 1.219 0.076  0.134
H 6.379 0.875 3.715  0.146
H 5.366 -0.976 5.047  0.153
H 2.990 -1.133 5.099  0.127
H 1.545 0.322 4.020  0.088
H 1.111 4.361 3.716  0.038
H 1.035 2.869 4.664  0.073
H -0.145 3.168 3.340  0.083
C 3.320 -7.215 2.739  -1.634
Br 2.870 -5.983 1.330  0.547
Br 5.220 -7.468 2.872  0.590
Br 2.553 -6.667 4.418  0.563
H 2.884 -8.169 2.482  -0.025
C 1.926 -4.834 -3.710  -1.619
Br 2.421 -6.324 -4.813  0.611
Br 1.802 -5.313 -1.851  0.569
Br 3.115 -3.337 -3.950  0.642
H 0.942 -4.512 -4.025  -0.039
C -4.984 -0.536 -0.620  -1.634
Br -6.814 -0.425 -0.049  0.510
Br -3.828 0.566 0.466  0.593
Br -4.377 -2.362 -0.688  0.604
H -4.935 -0.151 -1.631  -0.147
C -10.251 -0.918 -1.484  -1.634
Br -9.544 -2.680 -1.167  0.544
Br -12.009 -0.991 -2.262  0.608
Br -10.214 0.159 0.109  0.554
H -9.601 -0.440 -2.204  -0.051
C 4.758 7.259 2.611  -1.631
Br 3.240 6.538 3.549  0.599
Br 4.225 8.503 1.248  0.605
Br 6.029 8.038 3.825  0.619
H 5.248 6.430 2.121  -0.042
C -0.420 -2.262 7.295  -1.595
Br 0.837 -3.554 7.947  0.607
Br 0.448 -0.915 6.195  0.630
Br -1.881 -3.081 6.366  0.664
H -0.823 -1.740 8.150  -0.024
C 0.808 -2.402 -6.809  -1.648
Br 1.228 -1.175 -8.227  0.622
Br 0.015 -1.489 -5.312  0.559
Br -0.298 -3.850 -7.419  0.589
H 1.739 -2.831 -6.467  -0.080
C -1.436 1.429 -9.247  -1.669
Br -1.110 2.729 -10.626  0.581
Br -2.230 2.228 -7.686  0.560
Br -2.481 -0.049 -9.892  0.560
H -0.478 1.033 -8.945  -0.101
C -11.760 -4.250 -5.040  -1.656
Br -9.897 -4.642 -5.319  0.549
Br -12.533 -3.361 -6.560  0.573
Br -12.751 -5.824 -4.554  0.577
H -11.818 -3.565 -4.205  -0.074
C 6.828 11.788 3.378  -1.670
Br 6.669 12.000 5.285  0.560
Br 5.696 13.021 2.432  0.572
Br 8.658 11.913 2.802  0.572
H 6.485 10.793 3.138  -0.110
C -5.636 -1.770 -4.830  -1.598
Br -7.107 -2.035 -3.625  0.552
Br -6.206 -1.229 -6.580  0.608
Br -4.409 -0.506 -4.051  0.616
H -5.117 -2.711 -4.935  -0.020
C -7.807 3.891 -1.291  -1.627
Br -7.190 2.365 -2.283  0.556
Br -8.109 3.452 0.558  0.557
Br -6.616 5.389 -1.481  0.584
H -8.758 4.182 -1.711  -0.026